The following is a quantum chemistry calculation of a structure of composition C15H31AlBeCl3F4N3NaO11S in a non-equilibrium geometry, from the OMol25 dataset.

Atoms and positions in Å:
C 0.9816 -1.1362 2.6785
C 0.4444 -0.9552 1.2748
O -0.7115 -1.1492 0.9713
O 1.3946 -0.5689 0.3405
C 1.4326 0.8781 0.2900
C 2.7675 1.4309 0.7690
C 2.8021 2.9639 0.8620
C 2.5391 3.5210 2.2640
C 1.3289 2.9571 3.0042
O 0.1875 3.8395 3.0630
C -0.6569 3.6610 2.0341
O -0.2682 3.6267 0.8782
O -1.9406 3.5734 2.3773
C -2.4921 2.2642 2.1041
N -2.6976 2.0347 0.6811
H 0.1861 -1.0238 3.4027
H 1.4478 -2.1173 2.7403
H 1.7769 -0.4085 2.8311
H 0.5661 1.2636 0.8232
H 1.3138 1.1585 -0.7551
H 3.1014 0.9690 1.7009
H 3.5084 1.1374 0.0243
H 3.8130 3.2756 0.5913
H 2.1569 3.3817 0.0911
H 3.4068 3.2440 2.8668
H 2.5319 4.6099 2.2668
H 1.0418 1.9675 2.6645
H 1.6228 2.8268 4.0408
H -1.9169 1.4549 2.5625
H -3.4772 2.2580 2.5900
H -3.3646 1.2694 0.6023
H -3.2217 2.8406 0.3455
Be -0.1033 4.5247 -1.1590
C 4.7997 4.2791 5.7396
N 4.3419 2.9035 6.0789
O 4.6681 2.4478 7.1531
O 3.6685 2.3367 5.2455
H 5.3853 4.6608 6.5673
H 5.3979 4.2096 4.8361
H 3.9139 4.8854 5.5741
C -3.1207 -1.7543 -0.8557
N -3.7275 -1.1907 -2.0999
O -3.4959 -1.7329 -3.1629
O -4.4230 -0.2013 -1.9690
H -2.5050 -2.6488 -1.1019
H -2.5072 -0.9723 -0.4246
H -3.9415 -2.0182 -0.1926
Cl -1.4724 -4.2544 -1.9433
F -5.7854 2.8189 -0.0035
Al -6.6629 1.7199 0.9610
F -7.4249 0.5768 -0.0330
F -7.8345 2.5537 1.8756
F -5.5791 0.7892 1.9166
C 0.7541 -3.9061 -5.2009
C -0.1942 -4.6432 -6.1449
C 0.6510 -5.6313 -6.9616
S 2.0525 -6.0505 -5.9187
O 3.2790 -5.5723 -6.5630
O 1.9490 -7.4469 -5.5036
C 1.6322 -4.9786 -4.5703
H 0.2058 -3.3481 -4.4396
H 1.3706 -3.2007 -5.7664
H -0.9364 -5.1871 -5.5581
H -0.7316 -3.9565 -6.7955
H 0.1011 -6.5405 -7.2014
H 1.0351 -5.1767 -7.8755
H 2.5386 -4.5834 -4.1160
H 1.0689 -5.5665 -3.8401
Na 3.4938 -7.8612 -7.5393
Cl -5.2586 2.9361 3.3489
Cl -6.2078 1.7319 4.6628

Properties
Energy above the lowest of the compared OMol25 structures with the same formula, charge and spin: 0.0 kJ/mol
Lowest unoccupied orbital energy: -1.51 eV
HOMO energy: -4.4 eV
Frontier orbital gap: 2.91 eV
Total charge: -1

=====

The following is a quantum chemistry calculation of a cluster of 2 separate species, C2HClN2O2 in total in a non-equilibrium geometry, from the OMol25 dataset.

Atoms and positions in Å:
C 0.8614 0.2964 1.0798
C -0.5573 -0.7210 -0.9800
N -1.5953 -1.2470 -0.8623
N 1.2305 1.3750 0.8672
O 1.7779 2.3172 0.4275
O -2.3664 -1.8913 -0.2563
Cl 0.3279 0.0464 -2.0806
H 0.3213 -0.1758 1.8048

Properties
Energy above the lowest of the compared OMol25 structures with the same formula, charge and spin: 667.5 kJ/mol
Lowest unoccupied orbital energy: -0.53 eV
HOMO energy: -9.7 eV
Frontier orbital gap: 9.18 eV

=====

The following is a quantum chemistry calculation of an isolated molecule of C5H7F in a non-equilibrium geometry, from the OMol25 dataset.

Atoms and positions in Å:
C 2.2659 -0.0091 -0.0972
C 1.0319 0.3500 0.1582
C -1.3690 -0.0228 -0.7130
C -1.4487 0.0697 0.8130
C -0.2294 -0.4924 0.0919
F 0.1214 -1.7468 0.0951
H 3.1722 0.4983 -0.2451
H 2.4716 -1.0688 -0.4323
H 0.7020 1.3927 0.2971
H -2.0385 -0.5170 -1.2245
H -1.1858 0.8973 -1.2522
H -1.2639 1.1128 1.1744
H -2.2297 -0.4641 1.3347

Properties
Energy above the lowest of the compared OMol25 structures with the same formula, charge and spin: 179.1 kJ/mol
Lowest unoccupied orbital energy: 1.12 eV
HOMO energy: -9.6 eV
Frontier orbital gap: 10.74 eV

=====

The following is a quantum chemistry calculation of a structure of composition C30H27N9O2PdS in a non-equilibrium geometry, from the OMol25 dataset.

Atoms and positions in Å:
Pd 0.6528 -0.2074 -0.0791
C -3.8647 -0.1834 5.1132
C -2.6813 -0.1244 4.1971
C -1.5506 0.6226 4.5198
C -0.4348 0.5653 3.7243
C -0.3652 -0.2192 2.5517
N 0.8347 -0.3216 1.8971
C 1.9743 -0.3925 2.6366
C 1.9494 -1.0410 3.8932
C 3.0320 -1.0618 4.7358
C 4.2247 -0.4428 4.3753
C 5.3751 -0.3661 5.3301
C 4.3050 0.1108 3.1044
C 3.2237 0.1474 2.2337
N 3.4085 0.7761 0.9888
C 4.2571 1.8021 0.7340
C 4.2345 2.0286 -0.6195
C 3.3373 1.0814 -1.1345
N 2.8476 0.3391 -0.1526
C -1.5747 -0.8580 2.1479
C -2.6764 -0.8214 3.0003
N -1.7090 -1.5169 0.9209
C -2.8694 -1.7414 0.2470
C -2.5434 -2.3725 -0.9294
C -1.1512 -2.5136 -0.8981
N -0.6580 -1.9905 0.2218
H -3.6357 0.2813 6.0683
H -4.1488 -1.2184 5.2907
H -4.7191 0.3301 4.6751
H -1.5349 1.2186 5.4197
H 0.4406 1.1326 4.0014
H 1.0338 -1.5278 4.1922
H 2.9525 -1.5578 5.6922
H 5.1151 -0.8376 6.2751
H 5.6311 0.6753 5.5248
H 6.2565 -0.8585 4.9223
H 5.2450 0.5285 2.7802
H 4.7831 2.3119 1.5144
H 4.7765 2.7711 -1.1662
H 3.0409 0.9180 -2.1561
H -3.5563 -1.3872 2.7348
H -3.8239 -1.4229 0.6093
H -3.2134 -2.6721 -1.7085
H -0.4929 -2.9725 -1.6132
N -3.3654 -1.0876 -7.5081
C -2.3964 -0.8512 -6.5598
C -1.9777 -1.8747 -5.7028
C -0.9623 -1.6549 -4.7937
C -0.3572 -0.4150 -4.7255
C -0.7401 0.6056 -5.5756
C -1.7556 0.3917 -6.4861
S 0.9114 -0.1533 -3.4991
O 1.6497 -1.3765 -3.3267
O 1.6748 1.0258 -3.8326
N 0.1519 0.0761 -2.0657
C -0.6154 1.1271 -1.8811
N -0.8713 1.4545 -0.5793
C -1.6766 2.4795 -0.3582
C -2.2345 3.2246 -1.3861
C -1.8989 2.8263 -2.6776
N -1.1225 1.7989 -2.9283
H -3.9472 -1.8999 -7.3847
H -3.8157 -0.2884 -7.9225
H -2.4501 -2.8446 -5.7645
H -0.6179 -2.4391 -4.1384
H -0.2326 1.5532 -5.5003
H -2.0613 1.1803 -7.1583
H -1.8700 2.7104 0.6857
H -2.8716 4.0726 -1.1932
H -2.2761 3.3473 -3.5506

Properties
Energy above the lowest of the compared OMol25 structures with the same formula, charge and spin: 120.8 kJ/mol
Lowest unoccupied orbital energy (spin up / spin down): 0.66 / -1.32 eV
2S+1: 3
HOMO energy (spin up / spin down): -7.0 / -6.7 eV
Frontier orbital gap (spin up / spin down): 7.69 / 5.43 eV